{
  "formula": "C5H8N2",
  "method": "the ωB97M-V functional and the def2-TZVPD basis",
  "multiplicity": 1,
  "e_lumo_ev": 0.9,
  "homo_energy_ev": -10.0,
  "e_above_lowest_ev": 1.248,
  "total_charge": 0,
  "species": ["C", "C", "C", "C", "N", "C", "N", "H", "H", "H", "H", "H", "H", "H", "H"],
  "positions_angstrom": [[-1.003858, -0.828190, 0.692017], [0.197485, -0.072662, 0.172493], [0.356871, 0.022129, -1.338708], [-0.858516, 0.435044, -2.044060], [-1.838903, 0.717064, -2.588572], [0.787450, 1.007371, 0.995184], [1.487758, -0.267146, 0.820843], [-1.935822, -0.406476, 0.301083], [-0.958569, -1.885078, 0.402322], [-1.036178, -0.772401, 1.785948], [0.688592, -0.937339, -1.751247], [1.140056, 0.754537, -1.564595], [0.321139, 1.227889, 1.952749], [1.271783, 1.857959, 0.519566], [1.380713, -0.852699, 1.644977]],
  "forces_ev_per_angstrom": [[0.0, 0.0, 0.0], [-0.1, 0.0, -0.1], [0.2, 0.1, -0.2], [-1.0, 0.1, -0.4], [0.9, -0.2, 0.5], [-0.1, 0.3, 0.1], [0.1, -0.2, 0.2], [0.1, -0.1, 0.1], [0.0, 0.1, 0.0], [0.0, 0.0, -0.2], [-0.1, 0.1, 0.1], [-0.1, -0.2, 0.0], [0.1, -0.1, -0.1], [-0.1, -0.1, 0.1], [0.0, 0.1, -0.1]],
  "nbo_charge": [-0.624, 0.085, -0.512, 0.289, -0.328, -0.253, -0.587, 0.235, 0.216, 0.215, 0.256, 0.258, 0.199, 0.199, 0.355]
}

***

{
  "formula": "C5H8N2",
  "method": "the ωB97M-V functional and the def2-TZVPD basis",
  "multiplicity": 1,
  "e_lumo_ev": 0.9,
  "homo_energy_ev": -8.4,
  "e_above_lowest_ev": 4.861,
  "total_charge": 0,
  "species": ["C", "C", "C", "H", "H", "H", "H", "N", "C", "C", "N", "H", "H", "H", "H"],
  "positions_angstrom": [[-0.311806, 1.089495, -0.413290], [-0.332791, 0.781500, -1.678137], [0.929266, 1.415024, -1.178902], [-0.874544, 1.328207, 0.474305], [-0.960457, 0.661184, -2.544949], [1.102790, 2.464219, -1.422865], [1.848402, 0.834838, -1.045644], [-0.113215, -1.997981, -0.987416], [0.043187, -1.609940, 0.168191], [0.280327, -0.945683, 1.286236], [-0.648065, -0.503814, 2.262420], [-0.196234, -1.125371, -1.565430], [1.323026, -0.745602, 1.511209], [-0.479823, -0.976417, 3.144552], [-1.610063, -0.669660, 1.989720]],
  "forces_ev_per_angstrom": [[-0.3, 0.2, -0.3], [-0.3, 0.6, 0.2], [0.3, 0.2, -0.1], [0.1, -0.1, 0.0], [0.1, -0.2, 0.0], [0.2, -0.1, 0.0], [-0.3, 0.0, 0.0], [0.1, 0.1, 0.7], [0.0, 0.1, -0.3], [0.2, -0.4, -0.1], [-0.2, -0.2, 0.1], [-0.1, -0.4, -0.1], [-0.1, -0.1, 0.0], [-0.1, 0.1, 0.0], [0.1, 0.0, 0.0]],
  "nbo_charge": [-0.145, -0.305, -0.426, 0.234, 0.237, 0.179, 0.181, -0.596, 0.335, -0.210, -0.818, 0.367, 0.228, 0.372, 0.369]
}

***

{
  "formula": "C5H8N2",
  "method": "the ωB97M-V functional and the def2-TZVPD basis",
  "multiplicity": 1,
  "e_lumo_ev": [0.4, 0.2],
  "homo_energy_ev": [-7.4, -6.5],
  "e_above_lowest_ev": 3.446,
  "total_charge": 0,
  "species": ["C", "C", "N", "C", "C", "N", "C", "H", "H", "H", "H", "H", "H", "H", "H"],
  "positions_angstrom": [[-1.998382, 0.073128, -0.437677], [-1.159958, -0.468139, 0.702808], [0.143513, -0.106676, 0.558699], [0.959367, -0.785499, -0.467323], [2.099516, 0.159485, -0.597226], [2.099336, 1.004076, 0.386219], [0.941815, 0.805121, 1.109834], [-2.956495, -0.432204, -0.574809], [-2.204821, 1.140336, -0.230127], [-1.464924, 0.066567, -1.396858], [0.323001, -1.098245, -1.296467], [-1.555412, -0.293803, 1.699653], [1.312167, -1.703796, 0.022385], [2.850823, 0.174476, -1.377991], [0.610454, 1.465167, 1.898882]],
  "forces_ev_per_angstrom": [[-0.3, -0.1, -0.1], [-0.5, 0.6, 0.1], [0.4, -0.5, -0.5], [-0.2, -0.1, 0.1], [0.1, -0.1, -0.3], [-0.4, 0.1, 0.6], [0.6, 0.5, 0.2], [0.1, 0.0, 0.0], [0.0, -0.2, -0.1], [-0.1, -0.2, 0.2], [0.3, 0.2, -0.3], [0.0, 0.1, 0.0], [0.0, 0.0, -0.1], [-0.1, -0.1, 0.1], [0.1, -0.2, 0.0]],
  "nbo_charge": [-0.646, -0.129, -0.302, -0.300, 0.012, -0.409, 0.115, 0.215, 0.200, 0.203, 0.234, 0.170, 0.231, 0.202, 0.203]
}

***

{
  "formula": "C5H8N2",
  "method": "the ωB97M-V functional and the def2-TZVPD basis",
  "multiplicity": 1,
  "e_lumo_ev": 1.0,
  "homo_energy_ev": -10.4,
  "e_above_lowest_ev": 1.322,
  "total_charge": 0,
  "species": ["N", "C", "C", "N", "C", "C", "C", "H", "H", "H", "H", "H", "H", "H", "H"],
  "positions_angstrom": [[-0.189589, 0.593948, 2.941841], [-0.457081, 0.356071, 1.840971], [-0.839727, 0.045842, 0.435722], [-1.867612, -0.980408, 0.332800], [0.382090, -0.366376, -0.377213], [1.635278, 0.456785, -0.359632], [0.778487, 0.420400, -1.591710], [-1.254779, 0.972902, 0.021260], [-2.710186, -0.698602, 0.824853], [-1.540813, -1.834567, 0.776837], [0.508956, -1.445722, -0.429392], [1.640430, 1.363214, 0.241125], [2.582526, -0.074034, -0.375183], [1.139247, -0.118039, -2.462722], [0.192772, 1.308585, -1.819556]],
  "forces_ev_per_angstrom": [[-0.2, -0.2, -1.1], [0.2, 0.2, 1.0], [0.1, 0.1, -0.1], [-0.1, -0.1, 0.2], [0.0, -0.1, 0.1], [0.1, 0.1, 0.1], [-0.1, 0.1, -0.2], [0.1, -0.1, 0.1], [0.1, 0.0, -0.1], [-0.1, 0.1, -0.1], [0.0, 0.2, 0.0], [0.0, -0.1, -0.1], [-0.2, 0.1, 0.0], [-0.1, 0.1, 0.1], [0.1, -0.2, 0.0]],
  "nbo_charge": [-0.331, 0.259, -0.147, -0.792, -0.227, -0.416, -0.406, 0.230, 0.368, 0.360, 0.223, 0.222, 0.223, 0.221, 0.212]
}

***

{
  "formula": "C5H8N2",
  "method": "the ωB97M-V functional and the def2-TZVPD basis",
  "multiplicity": 1,
  "e_lumo_ev": [-0.1, -0.1],
  "homo_energy_ev": [-7.9, -7.9],
  "e_above_lowest_ev": 4.731,
  "total_charge": 0,
  "species": ["C", "N", "C", "C", "C", "N", "C", "H", "H", "H", "H", "H", "H", "H", "H"],
  "positions_angstrom": [[-0.788575, -2.537905, -0.698480], [-0.356005, -1.168028, -0.692301], [-0.870559, -0.387930, 0.170086], [-0.426721, 0.965214, 0.425105], [0.883297, 1.444794, 0.280904], [1.489248, 2.347209, 1.100110], [1.220595, 1.204667, -1.018324], [-1.592066, -2.764064, 0.021163], [-1.127145, -2.797849, -1.705143], [0.075536, -3.167787, -0.466682], [-1.709984, -0.713004, 0.810476], [-1.178002, 1.644768, 0.828018], [0.860641, 2.833568, 1.720695], [2.178519, 2.906281, 0.613621], [1.341221, 0.190066, -1.389248]],
  "forces_ev_per_angstrom": [[-0.1, -0.3, 0.0], [-0.2, 0.2, 0.3], [0.2, -0.1, -0.3], [0.1, 0.0, -0.1], [0.2, 0.1, -0.3], [-0.1, 0.1, -0.1], [0.1, 0.0, 0.3], [0.1, 0.1, -0.1], [0.0, -0.1, 0.1], [-0.1, -0.1, 0.0], [0.2, 0.0, -0.1], [0.1, 0.0, -0.1], [0.2, 0.1, 0.2], [-0.1, 0.1, 0.3], [-0.5, -0.1, 0.0]],
  "nbo_charge": [-0.429, -0.433, 0.078, -0.310, 0.091, -0.772, -0.152, 0.166, 0.201, 0.203, 0.159, 0.211, 0.383, 0.393, 0.212]
}

***

{
  "formula": "C5H8N2",
  "method": "the ωB97M-V functional and the def2-TZVPD basis",
  "multiplicity": 1,
  "e_lumo_ev": -0.1,
  "homo_energy_ev": -7.3,
  "e_above_lowest_ev": 4.215,
  "total_charge": 0,
  "species": ["C", "N", "C", "C", "C", "C", "N", "H", "H", "H", "H", "H", "H", "H", "H"],
  "positions_angstrom": [[-1.911864, -0.909152, 0.303309], [0.220378, -0.680180, 0.265803], [1.536073, -1.001501, 0.381229], [2.305463, 0.085654, -0.022741], [1.409671, 1.118511, -0.399321], [0.154430, 0.574988, -0.192083], [-1.207303, 0.960674, -0.312939], [-2.812222, -0.336050, 0.514302], [-1.934055, -1.412434, -0.655266], [-1.642272, -1.550816, 1.130115], [1.859424, -1.972658, 0.736329], [3.388964, 0.131883, -0.045999], [1.658122, 2.107995, -0.763252], [-1.504512, 1.702944, 0.317457], [-1.520301, 1.180149, -1.256936]],
  "forces_ev_per_angstrom": [[-0.2, -0.2, 0.0], [0.1, 0.2, -0.1], [0.1, -0.1, 0.0], [0.1, -0.1, 0.0], [0.0, 0.1, 0.0], [0.0, -0.1, 0.0], [0.0, 0.2, -0.1], [0.2, -0.1, 0.0], [0.0, 0.1, 0.1], [0.0, 0.1, -0.1], [0.0, 0.2, -0.1], [-0.2, 0.0, 0.0], [-0.1, -0.2, 0.1], [0.1, -0.1, -0.1], [0.1, -0.1, 0.1]],
  "nbo_charge": [-0.244, -0.448, -0.107, -0.318, -0.347, 0.159, -0.681, 0.173, 0.208, 0.214, 0.196, 0.210, 0.213, 0.386, 0.387]
}

***

{
  "formula": "C5H8N2",
  "method": "the ωB97M-V functional and the def2-TZVPD basis",
  "multiplicity": 1,
  "e_lumo_ev": 0.7,
  "homo_energy_ev": -6.9,
  "e_above_lowest_ev": 4.222,
  "total_charge": 0,
  "species": ["C", "N", "C", "C", "C", "N", "C", "H", "H", "H", "H", "H", "H", "H", "H"],
  "positions_angstrom": [[2.493915, 0.296842, 0.337735], [1.091095, -0.126448, -0.458161], [0.522201, -1.313579, 0.119957], [-0.773831, -1.121767, 0.382512], [-1.136883, 0.223418, -0.069961], [-2.400463, 0.767161, 0.107345], [-0.022543, 0.790215, -0.579465], [1.495395, -0.325438, -1.367860], [2.348776, 1.392642, 0.408732], [2.254341, -0.053574, 1.358322], [1.181128, -2.150454, 0.308877], [-1.445081, -1.816946, 0.876686], [-3.157055, 0.098528, 0.063366], [-2.596885, 1.584277, -0.453832], [0.145885, 1.755127, -1.034260]],
  "forces_ev_per_angstrom": [[-0.5, 0.2, 0.2], [0.0, -0.1, 0.0], [0.0, -0.1, 0.1], [0.0, -0.1, 0.0], [0.3, 0.0, -0.1], [0.0, 0.0, -0.1], [-0.1, 0.1, 0.1], [-0.1, -0.1, -0.1], [0.1, -0.2, -0.1], [0.0, 0.0, -0.1], [-0.1, 0.2, 0.0], [0.2, 0.1, -0.1], [0.1, 0.1, 0.0], [0.0, -0.1, 0.1], [0.0, -0.1, 0.1]],
  "nbo_charge": [-0.685, -0.434, 0.012, -0.266, 0.139, -0.792, -0.143, 0.440, 0.137, 0.134, 0.238, 0.232, 0.381, 0.384, 0.222]
}

***

{
  "formula": "C5H8N2",
  "method": "the ωB97M-V functional and the def2-TZVPD basis",
  "multiplicity": 1,
  "e_lumo_ev": 0.9,
  "homo_energy_ev": -7.8,
  "e_above_lowest_ev": 4.362,
  "total_charge": 0,
  "species": ["C", "N", "C", "C", "C", "C", "N", "H", "H", "H", "H", "H", "H", "H", "H"],
  "positions_angstrom": [[-0.050440, -2.245717, -1.778265], [0.284847, -1.251239, -0.727509], [-0.884168, -0.370070, -0.395130], [-0.720658, 0.445036, 0.605077], [0.508366, 2.434348, 1.392289], [-0.179824, 1.113858, 1.586549], [1.363720, -1.189994, -0.184595], [-0.934553, -2.814202, -1.474446], [0.820748, -2.892323, -1.865384], [-0.252258, -1.729175, -2.721399], [-1.777232, -0.500864, -0.999057], [0.050878, 3.202850, 2.023636], [0.443559, 2.750724, 0.348338], [1.565652, 2.354446, 1.666852], [-0.223072, 0.690802, 2.589710]],
  "forces_ev_per_angstrom": [[0.0, -0.1, -0.1], [0.5, 0.0, 0.2], [-0.1, 0.1, 0.2], [0.2, 0.0, 0.1], [0.0, 0.1, 0.0], [-0.2, -0.1, -0.2], [-0.5, -0.1, -0.4], [0.1, 0.1, -0.1], [-0.1, 0.1, -0.1], [0.0, -0.1, 0.1], [0.2, 0.0, 0.2], [0.1, -0.1, -0.1], [0.0, 0.0, 0.2], [-0.2, 0.0, 0.0], [-0.1, 0.1, -0.1]],
  "nbo_charge": [-0.459, -0.096, -0.221, 0.093, -0.631, -0.195, -0.251, 0.205, 0.233, 0.207, 0.218, 0.219, 0.221, 0.229, 0.227]
}

***

{
  "formula": "C5H8N2",
  "method": "the ωB97M-V functional and the def2-TZVPD basis",
  "multiplicity": 1,
  "e_lumo_ev": 1.0,
  "homo_energy_ev": -9.9,
  "e_above_lowest_ev": 1.606,
  "total_charge": 0,
  "species": ["C", "C", "C", "N", "C", "C", "N", "H", "H", "H", "H", "H", "H", "H", "H"],
  "positions_angstrom": [[2.013916, 0.253232, -0.713223], [0.618133, 0.402088, -0.169137], [-0.575183, 0.299695, -1.046306], [-0.222606, -0.788036, -0.147414], [-1.083524, -1.017085, 1.001262], [-1.800814, 0.184088, 1.489760], [-2.339444, 1.158449, 1.804777], [2.703987, -0.116766, 0.050634], [2.394288, 1.211930, -1.078418], [2.000333, -0.447838, -1.549562], [0.521243, 1.062551, 0.695501], [-1.426820, 0.926266, -0.794432], [-0.476184, 0.066859, -2.102681], [-1.834429, -1.768432, 0.731013], [-0.492895, -1.427001, 1.828226]],
  "forces_ev_per_angstrom": [[0.0, -0.1, 0.0], [0.1, 0.1, 0.1], [-0.1, 0.2, -0.2], [0.0, -0.1, 0.1], [-0.1, -0.1, 0.1], [-0.4, 0.8, 0.3], [0.5, -1.0, -0.3], [-0.1, 0.0, -0.1], [-0.1, -0.1, 0.1], [0.1, 0.0, 0.1], [-0.1, 0.0, -0.2], [0.0, -0.1, 0.0], [0.1, 0.1, 0.1], [0.1, 0.1, 0.0], [-0.1, 0.1, -0.1]],
  "nbo_charge": [-0.612, -0.081, -0.267, -0.391, -0.324, 0.253, -0.323, 0.214, 0.216, 0.217, 0.201, 0.209, 0.206, 0.242, 0.239]
}

***

{
  "formula": "C5H8N2",
  "method": "the ωB97M-V functional and the def2-TZVPD basis",
  "multiplicity": 1,
  "e_lumo_ev": 0.5,
  "homo_energy_ev": -7.3,
  "e_above_lowest_ev": 5.926,
  "total_charge": 0,
  "species": ["C", "C", "C", "C", "C", "N", "N", "H", "H", "H", "H", "H", "H", "H", "H"],
  "positions_angstrom": [[0.322260, 0.858172, 0.119627], [-0.631762, -2.509429, 0.863258], [-0.375224, -1.337658, 0.262993], [0.706338, 2.271941, -0.164303], [1.193232, 1.075401, -1.035078], [-1.350449, 0.439864, 1.534580], [-0.512794, 0.029701, 0.673818], [-0.689868, -3.478551, 0.295553], [-1.058128, -2.396343, 1.857391], [0.106975, -1.150097, -0.745269], [-0.250592, 2.797984, -0.577376], [1.440508, 2.714388, 0.456543], [2.180667, 0.614347, -0.989346], [0.958429, 1.044069, -2.177098], [-1.952159, -0.259562, 1.818093]],
  "forces_ev_per_angstrom": [[1.2, 0.6, -1.4], [-1.0, 1.4, -0.6], [1.6, -0.6, -2.9], [-2.7, -1.8, -0.9], [-0.1, -0.7, -2.0], [-0.2, 2.7, 1.2], [0.4, 0.0, 0.2], [0.6, 1.3, 0.9], [0.0, -0.6, 0.0], [-0.7, -1.5, 1.0], [2.3, -0.3, 0.7], [0.2, 0.9, 0.6], [0.3, 0.8, 0.5], [-0.5, 0.0, 2.2], [-1.2, -2.1, 0.6]],
  "nbo_charge": [0.120, -0.421, -0.020, -0.413, -0.460, -0.604, -0.074, 0.239, 0.211, 0.210, 0.237, 0.230, 0.220, 0.215, 0.309]
}

***

no.,strongest force on any atom (eV/A),E (Ha)
1,1.07,-304.789641
2,0.68,-304.656874
3,0.87,-304.708848
4,1.11,-304.786911
5,0.49,-304.661619
6,0.29,-304.680595
7,0.57,-304.680355
8,0.62,-304.675196
9,1.12,-304.776461
10,3.40,-304.617703